Computed, not measured: a structure of composition C18H35F3O7Zn in a non-equilibrium geometry, with ωB97M-V/def2-TZVPD.

Each line ends with the Mulliken spin population.
Positions of all 64 atoms, in Å:
Zn1 -0.1749 0.2116 0.2984  0.307
C1 1.6113 -2.5642 -1.0780  0.008
O1 2.7392 -1.8548 -1.7162  -0.002
O2 0.8380 -1.5608 -0.4045  -0.005
C2 0.9667 -3.4033 -2.2003  -0.002
F1 1.8047 -3.9444 -3.0395  0.000
F2 0.4535 -4.4739 -1.6608  -0.001
F3 0.1162 -2.8482 -3.0854  0.001
C3 4.0198 -2.3153 -1.5649  -0.001
C4 4.9845 -1.2401 -2.1551  -0.001
H1 4.5513 -0.8939 -3.0935  0.000
H2 5.0390 -0.3067 -1.5950  0.001
H3 6.0563 -1.4366 -2.1856  0.000
H4 4.0751 -3.2769 -2.0751  0.000
H5 4.3255 -2.4530 -0.5278  0.001
H6 1.9838 -3.3052 -0.3708  0.000
C5 3.4447 2.6945 1.5792  -0.005
C6 1.9524 2.6276 1.5581  0.003
O3 1.3406 1.5644 0.7516  -0.019
H7 3.6947 3.4999 0.8887  0.001
H8 3.9124 1.7409 1.3344  0.007
H9 3.7539 3.0536 2.5608  -0.001
H10 1.4651 3.5946 1.4332  0.000
H11 1.7631 2.4913 2.6229  0.004
C7 -1.3525 0.1548 -3.5859  0.018
C8 -0.6918 1.2383 -2.7301  -0.094
O4 -0.4129 1.0913 -1.5673  0.015
C9 -0.2023 2.4068 -3.5622  0.016
H12 -1.7540 0.7095 -4.4340  0.004
H13 -2.0240 -0.5712 -3.1276  0.006
H14 -0.6444 -0.5108 -4.0795  -0.003
H15 0.2274 3.1511 -2.8917  0.003
H16 -1.0494 2.8888 -4.0503  -0.011
H17 0.6452 2.1114 -4.1808  0.003
C10 1.8204 -1.4393 2.9947  -0.004
C11 0.3409 -1.0975 3.2589  0.000
O5 -0.3477 -0.4361 2.4605  -0.022
C12 -0.4370 -1.9024 4.2979  -0.005
H18 1.8017 -2.5050 3.2226  0.000
H19 2.4698 -1.0130 3.7592  0.001
H20 2.0556 -1.1629 1.9669  0.000
H21 -0.2947 -2.9602 4.0770  0.000
H22 -1.4816 -1.6061 4.2019  0.007
H23 -0.0392 -1.6533 5.2817  0.000
C13 -4.2959 -0.2306 -0.3517  0.134
C14 -3.1214 -1.1567 -0.3227  -0.088
O6 -1.9781 -0.7730 -0.1588  -0.109
C15 -3.5551 -2.6530 -0.3885  0.045
H24 -4.0982 0.7836 -0.0047  -0.054
H25 -5.1476 -0.5847 0.2291  -0.013
H26 -4.6064 -0.1370 -1.3923  0.032
H27 -2.7682 -3.3981 -0.2715  0.011
H28 -3.9462 -2.7581 -1.4005  -0.006
H29 -4.4495 -2.8088 0.2148  -0.009
C16 -1.9348 4.0120 0.8551  -0.050
C17 -2.2271 2.6270 1.4203  0.635
O7 -1.7159 1.6705 0.8395  -0.001
C18 -3.2456 2.4937 2.5260  0.019
H30 -2.0407 4.1684 -0.2184  0.081
H31 -1.0850 4.5985 1.2045  0.049
H32 -2.6741 4.7100 1.2479  -0.011
H33 -3.1836 1.4055 2.5373  0.029
H34 -4.2457 2.8448 2.2717  0.008
H35 -3.0275 2.6908 3.5756  0.070

The charge is -1. Its expectation value of S² is 0.75. For the LUMO energy (spin up / spin down), the calculation gives 2.615 / 2.554 eV. For the energy above the lowest of the compared OMol25 structures with the same formula, charge and spin, the calculation gives 44.19 kcal per mole. The total energy is -3312.30950 a.u. As for the multiplicity: 2.


Computed, not measured: a structure of composition C18H36As2FeN3S2Si2, with ωB97M-V/def2-TZVPD.

Each line ends with the Mulliken spin population.
Positions of all 64 atoms, in Å:
Fe1 -0.0502 0.2381 0.2218  3.738
C1 -0.8174 -4.6380 -1.6165  0.003
N1 0.3217 -3.7582 -1.8644  0.007
C2 1.3311 -4.0073 -2.7695  -0.001
C3 2.1740 -2.9666 -2.7227  0.003
N2 1.6771 -2.0662 -1.7750  0.015
C4 0.5174 -2.5733 -1.2643  -0.018
S1 -0.5994 -1.9984 -0.0993  0.068
C5 2.3772 -0.8651 -1.4595  -0.017
C6 3.7441 -0.8204 -1.6973  0.003
C7 4.4151 0.3733 -1.5022  0.003
C8 3.7076 1.4873 -1.0809  0.006
C9 2.3600 1.3400 -0.8388  0.018
N3 1.6927 0.1842 -1.0046  0.022
H1 -0.6973 -5.5212 -2.2359  0.000
H2 -1.7402 -4.1242 -1.8768  0.000
H3 -0.8405 -4.9230 -0.5675  0.000
H4 1.3500 -4.8979 -3.3716  0.000
H5 3.0481 -2.7617 -3.3089  0.001
H6 4.2829 -1.6994 -2.0128  0.001
H7 5.4799 0.4269 -1.6836  0.000
H8 4.1851 2.4439 -0.9292  0.000
H9 1.7671 2.1816 -0.5020  -0.004
C10 -2.4458 5.2168 -1.3637  0.014
Si1 -1.4393 4.2304 -0.1538  -0.050
C11 -2.0583 4.3071 1.6066  0.053
C12 0.3785 4.6417 -0.2424  0.012
As1 -1.6093 1.9232 -0.7352  0.965
Si2 -3.8304 1.1724 -0.3300  -0.045
C13 -4.1530 -0.2739 -1.4581  0.011
C14 -5.0543 2.5438 -0.6124  0.004
C15 -3.7489 0.6448 1.4669  0.060
H10 -2.3860 6.2751 -1.0966  0.000
H11 -3.4975 4.9318 -1.3632  -0.002
H12 -2.0617 5.1105 -2.3791  0.006
H13 -1.9136 5.3227 1.9849  0.006
H14 -1.4930 3.6252 2.2453  -0.012
H15 -3.1196 4.0707 1.6914  -0.004
H16 0.5311 5.6977 -0.0069  -0.001
H17 0.7834 4.4678 -1.2410  0.004
H18 0.9500 4.0595 0.4843  -0.001
H19 -3.8690 -0.0574 -2.4886  0.004
H20 -5.2222 -0.4983 -1.4520  0.000
H21 -3.6156 -1.1677 -1.1369  -0.001
H22 -5.0080 2.9101 -1.6391  0.005
H23 -4.9185 3.3891 0.0629  -0.001
H24 -6.0616 2.1502 -0.4528  0.000
H25 -3.0269 -0.1645 1.6085  -0.011
H26 -4.7279 0.2703 1.7783  0.003
H27 -3.4749 1.4717 2.1246  0.001
C16 -0.1861 1.6567 5.3793  0.003
As2 0.2508 0.1988 4.2182  0.031
C17 1.7554 -0.7326 4.9505  0.005
C18 -1.2406 -1.0032 4.1502  0.005
S2 0.7462 1.0055 2.3076  0.091
H28 -0.3278 1.2744 6.3894  0.001
H29 -1.1013 2.1262 5.0246  0.000
H30 0.6314 2.3743 5.3626  0.001
H31 1.5358 -1.0028 5.9827  0.000
H32 2.6233 -0.0780 4.9114  0.001
H33 1.9374 -1.6275 4.3593  0.000
H34 -1.4302 -1.3947 5.1488  0.000
H35 -1.0022 -1.8196 3.4704  0.000
H36 -2.1129 -0.4603 3.7916  -0.003

The charge is +2. Its expectation value of S² is 8.77. For the LUMO energy (spin up / spin down), the calculation gives -5.253 / -6.941 eV. For the energy above the lowest of the compared OMol25 structures with the same formula, charge and spin, the calculation gives 5.27 kcal per mole. The total energy is -7981.98568 a.u. As for the multiplicity: 6.


Computed, not measured: a structure of composition C18H36BCl18FI2N3O in a non-equilibrium geometry, with ωB97M-V/def2-TZVPD.

Each line ends with the Löwdin charge.
Positions of all 80 atoms, in Å:
C1 1.5244 -5.6778 0.4031  -0.076
C2 1.6485 -4.2638 -0.2358  -0.141
B1 1.4222 -3.1193 0.8010  -0.542
O1 1.9993 -3.0848 2.0209  0.207
N1 0.4941 -1.9459 0.4920  0.076
C3 -0.8568 -2.4580 0.1534  -0.131
C4 -1.9361 -1.4234 0.4904  -0.213
C5 -3.1702 -1.6049 -0.3671  -0.226
F1 -2.9837 -0.9519 -1.5877  -0.082
C6 1.0506 -1.1497 -0.4374  -0.409
N2 0.4982 -0.9740 -1.6851  0.185
N3 2.1868 -0.5576 -0.0830  0.074
C7 3.0070 0.2756 -0.8977  -0.815
I1 2.0984 1.9261 -1.7918  0.962
C8 4.2986 -0.0400 -1.0001  -0.815
C9 4.8791 -1.2359 -0.2892  -0.139
I2 5.6506 1.0471 -2.1434  0.976
H1 0.5443 -6.1071 0.2053  0.080
H2 1.6719 -5.6706 1.4818  0.070
H3 2.2544 -6.3479 -0.0458  0.074
H4 2.6315 -4.1803 -0.7085  0.059
H5 0.9272 -4.2301 -1.0530  0.089
H6 2.8064 -3.6123 2.0798  0.129
H7 -1.0288 -3.3382 0.7771  0.141
H8 -0.9339 -2.8003 -0.8780  0.125
H9 -1.5713 -0.3994 0.4148  0.016
H10 -2.2568 -1.5991 1.5195  0.076
H11 -3.3594 -2.6642 -0.5541  0.105
H12 -4.0506 -1.2074 0.1341  0.063
H13 -0.1610 -0.2024 -1.7646  0.045
H14 1.1979 -0.9444 -2.4183  0.103
H15 2.5174 -0.7031 0.8653  0.154
H16 5.9176 -1.3949 -0.5524  0.060
H17 4.8089 -1.0822 0.7918  0.093
H18 4.3000 -2.1333 -0.5178  0.053
C10 -5.3450 1.3473 -0.3789  -0.963
Cl1 -6.3602 0.9321 1.0130  0.509
Cl2 -3.8076 2.0838 0.0975  0.538
H19 -5.1208 0.4408 -0.9311  0.010
H20 -5.8931 2.0426 -1.0037  -0.053
C11 -1.9490 3.5998 -1.9527  -1.046
Cl3 -2.0406 4.6619 -3.3547  0.539
Cl4 -1.8051 1.8955 -2.4237  0.486
H21 -1.0774 3.8695 -1.3675  0.021
H22 -2.8530 3.7107 -1.3657  -0.048
C12 -1.0126 0.2494 3.0363  -0.925
Cl5 -2.7560 0.4640 2.8907  0.581
Cl6 -0.1418 0.8643 1.6138  0.608
H23 -0.6657 0.7912 3.9077  0.035
H24 -0.7961 -0.8080 3.1337  0.031
C13 3.5748 -5.1351 -4.0384  -0.987
Cl7 3.8026 -3.6050 -3.1673  0.518
Cl8 2.0220 -5.8804 -3.6550  0.534
H25 3.6137 -4.9291 -5.1010  0.031
H26 4.3688 -5.8118 -3.7475  0.031
C14 7.7680 3.2871 0.7217  -1.030
Cl9 9.0220 4.3614 0.0940  0.542
Cl10 8.4144 2.0916 1.8508  0.505
H27 7.0266 3.8849 1.2385  0.027
H28 7.3248 2.7571 -0.1125  -0.053
C15 -8.5684 3.7373 -0.4243  -1.009
Cl11 -9.1892 5.3397 -0.0192  0.528
Cl12 -7.4187 3.8014 -1.7722  0.547
H29 -8.0567 3.3298 0.4406  -0.031
H30 -9.3996 3.1062 -0.7148  0.032
C16 -6.2222 -3.6343 -1.7438  -1.025
Cl13 -6.2567 -2.9182 -0.1218  0.533
Cl14 -7.8367 -4.0195 -2.3321  0.534
H31 -5.7665 -2.9215 -2.4222  0.025
H32 -5.6416 -4.5485 -1.7017  0.025
C17 10.9822 6.5035 2.5752  -1.042
Cl15 12.2438 7.5770 1.9603  0.506
Cl16 11.6208 5.2940 3.6952  0.498
H33 10.2462 7.1019 3.0987  0.024
H34 10.5337 5.9843 1.7374  -0.042
C18 -6.9720 4.7317 3.4026  -1.002
Cl17 -7.4325 3.7406 4.7910  0.516
Cl18 -5.8573 3.8727 2.3249  0.489
H35 -7.8664 4.9836 2.8451  0.003
H36 -6.4826 5.6282 3.7632  0.028

The charge is +1. For the LUMO energy, the calculation gives -3.300 eV. The total energy is -9950.31777 a.u.


Computed, not measured: a cluster of 6 separate species, C18H36BF14O7S in total in a non-equilibrium geometry, with ωB97M-V/def2-TZVPD.

Each line ends with the Löwdin charge.
Positions of all 77 atoms, in Å:
O1 6.4478 -1.3350 3.4882  -0.357
S1 5.6019 -0.5382 2.6327  0.642
O2 4.2223 -0.9727 2.6278  -0.340
F1 5.5929 0.9309 3.3262  -0.252
B1 6.3191 -0.2678 0.8877  -0.503
C1 5.1670 -0.0774 -0.2467  -0.199
C2 4.0987 0.9811 0.0785  -0.108
C3 2.7175 0.5033 -0.2885  -0.435
F2 2.4191 -0.7065 0.2182  0.116
F3 2.6705 0.3528 -1.6533  0.093
C4 1.5654 1.5080 0.0410  -0.326
F4 0.7049 1.6435 -0.9944  0.134
F5 2.1207 2.7311 0.2318  0.130
C5 0.7648 1.1834 1.3398  -0.322
F6 1.5424 0.5862 2.2611  0.175
F7 0.3513 2.3715 1.8649  0.137
C6 -0.5647 0.3948 1.1521  -0.334
F8 -1.4591 1.1596 0.4923  0.152
F9 -1.0566 0.1899 2.4030  0.149
C7 -0.4688 -1.0084 0.5148  -0.354
F10 0.0097 -0.9351 -0.7419  0.169
F11 0.3189 -1.7695 1.2868  0.180
C8 -1.8437 -1.7396 0.4232  -0.524
F12 -1.6316 -2.8874 -0.2555  0.164
F13 -2.3399 -2.0570 1.6159  0.187
F14 -2.7366 -1.0204 -0.2707  0.162
H1 6.9862 -1.2456 0.6633  0.049
H2 7.0095 0.7197 0.9050  0.043
H3 4.7233 -1.0339 -0.5062  0.089
H4 5.6948 0.2561 -1.1350  0.071
H5 4.2860 1.8256 -0.5741  0.114
H6 4.1373 1.3318 1.1029  0.112
C9 -5.1960 1.1956 -2.4416  -0.084
C10 -6.1101 0.8509 -1.2826  -0.303
O3 -6.4137 -0.5455 -1.2505  -0.091
H7 -5.6537 0.9074 -3.3883  0.077
H8 -4.9800 2.2643 -2.4658  0.076
H9 -4.2511 0.6543 -2.3563  0.069
H10 -7.0614 1.3735 -1.3735  0.113
H11 -5.6497 1.1413 -0.3330  0.111
H12 -5.5867 -1.0262 -1.1574  0.083
C11 7.4860 3.0301 -4.2880  -0.092
C12 6.6151 2.2810 -3.2946  -0.319
O4 6.3252 3.0708 -2.1462  -0.082
H13 8.4198 3.3381 -3.8155  0.061
H14 7.7194 2.4074 -5.1536  0.072
H15 6.9821 3.9344 -4.6399  0.069
H16 7.1268 1.3909 -2.9315  0.109
H17 5.6783 1.9652 -3.7665  0.111
H18 5.8567 3.8587 -2.4327  0.078
C13 -10.3378 -0.6169 0.5212  -0.087
C14 -9.8686 -1.9298 -0.0776  -0.332
O5 -9.1151 -1.7280 -1.2654  -0.088
H19 -10.9479 -0.0706 -0.1993  0.073
H20 -10.9240 -0.7857 1.4260  0.068
H21 -9.4832 0.0151 0.7743  0.071
H22 -10.7246 -2.5512 -0.3430  0.109
H23 -9.2589 -2.4793 0.6490  0.096
H24 -8.3461 -1.1909 -1.0353  0.037
C15 -8.6977 -4.3746 3.9580  -0.093
C16 -10.2143 -4.3300 3.9185  -0.322
O6 -10.6932 -3.6760 2.7464  -0.092
H25 -8.2877 -3.3654 3.9153  0.076
H26 -8.3418 -4.8593 4.8683  0.072
H27 -8.3052 -4.9245 3.0996  0.073
H28 -10.6018 -3.7664 4.7656  0.109
H29 -10.6280 -5.3434 3.9661  0.107
H30 -10.3710 -4.1658 1.9850  0.069
C17 10.5528 2.3068 -1.5395  -0.099
C18 9.5508 1.9809 -0.4428  -0.322
O7 9.3109 0.5867 -0.3386  -0.085
H31 10.1980 1.9289 -2.4999  0.062
H32 10.7104 3.3847 -1.6230  0.069
H33 11.5170 1.8324 -1.3373  0.066
H34 8.5869 2.4410 -0.6582  0.099
H35 9.9029 2.3655 0.5216  0.111
H36 10.1393 0.1486 -0.1285  0.080

The charge is -1. For the LUMO energy, the calculation gives 1.919 eV. The total energy is -3055.35299 a.u.